# C46H40Co2N2O5PS

A molecular structure, C46H40Co2N2O5PS in a non-equilibrium geometry (ωB97M-V with the def2-TZVPD basis set, the OMol25 dataset).

Each line ends with the Mulliken charge.
Positions of all 97 atoms, in Å:
O1 0.257 -5.111 -3.322  -0.4544
C1 0.376 -4.103 -2.746  0.1849
Co1 0.625 -2.651 -1.704  -0.4016
C2 0.802 -3.467 -0.154  0.3366
O2 0.990 -4.131 0.798  -0.5363
C3 2.399 -2.567 -1.967  0.6970
O3 3.499 -2.929 -1.916  -0.4521
C4 -0.514 -1.777 -2.696  -2.5167
C5 -0.693 -1.458 -1.291  0.6761
C6 -1.707 -1.196 -0.364  2.4049
C7 -2.695 -2.222 -0.126  1.3650
C8 -3.186 -3.001 -1.211  -0.4723
C9 -4.006 -4.093 -0.953  -0.4773
C10 -4.381 -4.432 0.360  -0.8174
C11 -4.154 -3.506 1.391  -0.5724
C12 -3.231 -2.496 1.164  -0.0301
Co2 0.353 -0.204 -2.274  -0.2601
C13 0.057 0.953 -1.044  0.3971
O4 -0.135 1.777 -0.243  -0.4743
C14 -0.082 0.597 -3.769  0.4102
O5 -0.253 1.257 -4.716  -0.4939
P1 2.479 0.536 -2.424  1.4596
C15 3.375 0.653 -0.837  0.2552
C16 4.533 1.448 -0.747  -0.6469
C17 5.195 1.611 0.475  -0.7883
C18 4.697 0.977 1.622  -0.6007
C19 3.542 0.190 1.545  -0.9213
C20 2.879 0.035 0.322  0.7088
C21 3.589 -0.376 -3.550  -0.3293
C22 4.928 -0.659 -3.242  -0.2684
C23 5.750 -1.266 -4.196  -0.6647
C24 5.255 -1.539 -5.477  -0.5842
C25 3.934 -1.212 -5.803  -0.6429
C26 3.091 -0.666 -4.832  -0.4511
C27 2.647 2.254 -3.096  0.5361
C28 3.369 2.537 -4.272  -0.1883
C29 3.428 3.835 -4.792  -0.6882
C30 2.844 4.895 -4.091  -0.5007
C31 2.182 4.641 -2.883  -0.7348
C32 2.088 3.334 -2.390  -0.4358
H1 -1.223 -1.915 -3.486  0.9370
H2 -1.996 -0.140 -0.220  -1.9613
H3 -2.928 -2.738 -2.243  0.2900
H4 -4.344 -4.712 -1.783  0.3807
H5 -4.875 -5.389 0.592  0.3198
H6 -4.644 -3.570 2.371  0.3827
H7 -2.908 -1.863 1.986  0.2819
H8 4.917 1.976 -1.622  0.4616
H9 6.090 2.240 0.539  0.3735
H10 5.203 1.107 2.581  0.3792
H11 3.135 -0.292 2.439  0.5295
H12 1.954 -0.545 0.271  -0.5449
H13 5.346 -0.418 -2.265  0.3889
H14 6.781 -1.526 -3.936  0.3760
H15 5.895 -2.012 -6.223  0.3460
H16 3.549 -1.375 -6.812  0.3945
H17 2.050 -0.431 -5.076  0.3090
H18 3.913 1.752 -4.797  0.2247
H19 3.935 4.010 -5.748  0.3923
H20 2.905 5.912 -4.486  0.3528
H21 1.730 5.461 -2.322  0.4003
H22 1.591 3.162 -1.434  0.3519
C33 -5.153 2.851 1.502  -2.1223
C34 -4.360 1.555 1.257  2.6661
C35 -5.310 0.373 1.474  -1.8861
C36 -3.807 1.608 -0.163  -1.2709
C37 -3.135 1.421 2.189  -1.0507
C38 -3.608 1.521 3.605  -0.8513
C39 -2.420 1.533 4.506  -0.7953
N1 -1.611 0.363 4.169  0.1959
C40 -0.725 -0.155 5.112  0.2787
C41 -0.024 -1.249 4.590  0.4372
C42 0.785 -1.945 5.493  -0.5320
C43 0.880 -1.532 6.845  -0.5666
C44 0.184 -0.407 7.322  -0.6340
C45 -0.624 0.286 6.428  -0.8292
S1 -0.331 -1.494 2.877  0.1212
C46 -1.542 -0.162 2.900  -0.1273
N2 -2.320 0.194 1.896  0.5376
H23 -4.480 3.719 1.482  0.4167
H24 -5.913 2.992 0.713  0.4205
H25 -5.680 2.830 2.464  0.4397
H26 -4.760 -0.572 1.481  0.2950
H27 -5.822 0.464 2.439  0.3431
H28 -6.084 0.326 0.693  0.4885
H29 -2.863 1.048 -0.148  0.7159
H30 -4.478 1.150 -0.915  0.3539
H31 -3.505 2.635 -0.447  0.3194
H32 -2.435 2.230 1.904  0.3215
H33 -4.161 2.445 3.758  0.3317
H34 -4.277 0.680 3.852  0.2893
H35 -1.818 2.462 4.460  0.3001
H36 -2.746 1.433 5.540  0.5206
H37 1.360 -2.818 5.175  0.4403
H38 1.511 -2.058 7.570  0.3412
H39 0.261 -0.058 8.358  0.3807
H40 -1.185 1.168 6.744  0.3175

highest occupied orbital energy = -1.91 eV
strongest force on any atom = 6.45 eV/Å
gap between HOMO and LUMO = 4.2 eV
calculated total energy = -156943.32534 eV
net charge = -1
relative energy (zero: lowest compared OMol25 entry of this formula, charge and spin) = 149.0 kJ/mol



# C46H40N4O6PS2V

A molecular structure, C46H40N4O6PS2V in a non-equilibrium geometry (ωB97M-V with the def2-TZVPD basis set, the OMol25 dataset).

Each line ends with the Mulliken charge.
Positions of all 100 atoms, in Å:
V1 -0.047 1.331 -0.060  -0.3189
C1 -7.056 -2.246 0.566  -1.4914
C2 -5.568 -2.115 0.399  1.1646
C3 -4.971 -0.857 0.347  -1.0368
C4 -3.605 -0.719 0.162  -0.1130
C5 -2.828 -1.858 0.026  0.2082
C6 -3.397 -3.121 0.071  -1.0171
C7 -4.762 -3.243 0.268  -0.9776
S1 -1.076 -1.787 -0.259  0.6277
O1 -0.802 -2.796 -1.256  -0.3347
O2 -0.377 -1.949 0.995  -0.5679
N1 -0.768 -0.298 -0.769  0.6833
C8 -1.168 0.223 -1.967  0.4157
C9 -1.973 -0.351 -2.954  -0.7036
C10 -2.291 0.427 -4.048  -0.6770
C11 -1.802 1.727 -4.151  -1.1717
C12 -1.017 2.221 -3.129  -0.0753
N2 -0.711 1.486 -2.065  0.5882
H1 -7.411 -1.634 1.396  0.3455
H2 -7.343 -3.282 0.741  0.3823
H3 -7.568 -1.903 -0.335  0.3017
H4 -5.586 0.029 0.451  0.4669
H5 -3.148 0.263 0.121  0.2486
H6 -2.761 -3.987 -0.063  0.4966
H7 -5.205 -4.231 0.310  0.3346
H8 -2.312 -1.372 -2.855  0.5055
H9 -2.928 0.029 -4.827  0.4624
H10 -2.030 2.341 -5.010  0.4549
H11 -0.609 3.224 -3.156  0.5074
C13 3.870 0.894 -1.287  -2.3228
C14 2.543 1.552 -1.079  1.4649
O3 1.609 0.888 -0.570  1.2763
C15 2.350 2.945 -1.398  0.5480
C16 3.204 3.631 -2.278  -0.8472
C17 2.984 4.950 -2.591  -0.9112
C18 1.913 5.634 -2.004  -0.5275
C19 1.078 5.007 -1.109  -0.9229
C20 1.270 3.652 -0.782  -0.5267
O4 0.532 3.069 0.117  0.3660
H12 3.864 -0.089 -0.821  0.0980
H13 4.661 1.507 -0.855  0.5063
H14 4.061 0.770 -2.353  0.5782
H15 4.022 3.095 -2.743  0.4568
H16 3.632 5.456 -3.294  0.4138
H17 1.743 6.674 -2.250  0.4537
H18 0.244 5.520 -0.648  0.5099
O5 -2.386 3.909 0.636  -0.7972
C21 -1.780 3.011 1.185  -0.2412
O6 -1.720 1.784 0.743  -0.3091
C22 -1.064 3.271 2.499  0.2582
C23 -1.340 4.464 3.159  -0.7159
C24 -0.733 4.762 4.367  -0.7118
C25 0.140 3.850 4.946  -0.8243
C26 0.430 2.665 4.293  -0.2523
C27 -0.141 2.378 3.053  0.2420
P1 0.328 0.829 2.186  3.0225
C28 2.116 0.658 2.487  0.1416
C29 2.924 1.797 2.477  -0.8871
C30 4.304 1.682 2.512  -0.8220
C31 4.897 0.427 2.552  -0.7413
C32 4.102 -0.710 2.534  -1.1020
C33 2.721 -0.599 2.485  0.0227
C34 -0.551 -0.305 3.316  1.1479
C35 -1.940 -0.348 3.202  -0.4479
C36 -2.688 -1.143 4.052  -0.8175
C37 -2.058 -1.903 5.028  -0.7312
C38 -0.681 -1.839 5.164  -0.8339
C39 0.073 -1.039 4.316  -0.6725
H19 -2.030 5.152 2.691  0.5450
H20 -0.942 5.703 4.859  0.4109
H21 0.599 4.068 5.902  0.4507
H22 1.114 1.954 4.740  0.4837
H23 2.463 2.777 2.434  0.3086
H24 4.921 2.571 2.504  0.4504
H25 5.975 0.338 2.589  0.4025
H26 4.564 -1.689 2.545  0.4230
H27 2.103 -1.488 2.435  0.6262
H28 -2.424 0.248 2.440  0.4238
H29 -3.766 -1.168 3.950  0.4830
H30 -2.639 -2.535 5.688  0.3951
H31 -0.186 -2.406 5.943  0.4417
H32 1.144 -0.979 4.456  0.4289
N3 2.155 -2.075 -0.546  0.0395
C40 2.023 -2.377 -1.870  0.4041
S2 1.856 -1.196 -3.032  -0.3405
N4 2.206 -3.683 -2.185  -0.1114
C41 1.913 -4.224 -3.478  -0.3553
C42 0.607 -4.232 -3.952  0.2722
C43 0.336 -4.770 -5.199  -0.8802
C44 1.362 -5.299 -5.969  -0.3696
C45 2.664 -5.284 -5.494  -0.5735
C46 2.943 -4.743 -4.247  -0.3935
H33 1.840 -1.142 -0.291  -1.0629
H34 1.843 -2.777 0.111  0.4378
H35 2.233 -4.339 -1.419  0.2443
H36 -0.172 -3.815 -3.331  0.5843
H37 -0.682 -4.774 -5.567  0.4038
H38 1.144 -5.722 -6.942  0.3834
H39 3.468 -5.686 -6.097  0.3637
H40 3.957 -4.712 -3.869  0.4298

multiplicity = 3
highest occupied orbital energy (alpha / beta) = -7.71 / -7.74 eV
strongest force on any atom = 4.22 eV/Å
gap between HOMO and LUMO (alpha / beta) = 7.5 / 7.3 eV
calculated total energy = -123248.04489 eV
relative energy (zero: lowest compared OMol25 entry of this formula, charge and spin) = 121.2 kJ/mol